{
  "formula": "C39H25N10OSW",
  "method": "wB97M-V/def2-TZVPD",
  "multiplicity": 3,
  "charge": 1,
  "homo_energy_ev": [-9.38, -10.39],
  "relative_energy_kj_mol": 554.1,
  "orbital_gap_ev": [5.67, 5.98],
  "elements": ["W", "C", "C", "C", "C", "C", "N", "C", "N", "C", "C", "C", "C", "C", "C", "C", "C", "N", "C", "N", "C", "N", "C", "N", "C", "N", "C", "C", "C", "C", "C", "C", "C", "C", "C", "C", "C", "C", "N", "C", "C", "H", "H", "H", "H", "H", "H", "H", "H", "H", "H", "H", "H", "H", "H", "H", "H", "S", "C", "C", "C", "C", "C", "C", "H", "H", "H", "H", "H", "N", "C", "N", "O", "H", "H", "H", "H"],
  "positions_angstrom": [[-0.4269, -0.1350, -0.1565], [3.1578, 3.3506, -2.4015], [4.2364, 2.8506, -1.6865], [4.1664, 1.5804, -1.1541], [3.0201, 0.8082, -1.3271], [3.0071, -0.5054, -0.7345], [0.4472, -0.7221, -1.8295], [0.6086, 0.6141, -2.1621], [-0.3166, 1.1780, -3.0371], [-1.4800, 1.3289, -2.5283], [-2.6919, 1.9432, -3.0895], [-3.0388, 2.2770, -4.3826], [-4.2565, 2.9221, -4.5712], [-5.0744, 3.2466, -3.4905], [-4.7046, 2.9395, -2.1862], [-3.5135, 2.2636, -2.0050], [-2.7688, 1.8835, -0.7989], [-2.8261, 2.4874, 0.3437], [-1.7997, 2.4175, 1.1983], [-0.7392, 1.5107, 1.2171], [0.0355, 1.8277, 2.3072], [1.0453, 1.1114, 2.8057], [1.0927, -0.1554, 2.5003], [0.2312, -0.7988, 1.6636], [0.5183, -2.2125, 1.6907], [3.0531, -1.5452, -0.2439], [1.7674, -2.3684, 2.4811], [2.5718, -3.4564, 2.7541], [3.6700, -3.2609, 3.5847], [3.9504, -2.0131, 4.1371], [3.1453, -0.9195, 3.8591], [2.0624, -1.1185, 3.0206], [-0.4692, 3.0174, 2.9454], [-0.0318, 3.7350, 4.0518], [-0.8040, 4.8080, 4.4582], [-1.9902, 5.1459, 3.7887], [-2.4309, 4.4246, 2.6944], [-1.6467, 3.3536, 2.2791], [-1.7180, 1.0655, -1.1815], [1.9135, 1.3036, -2.0408], [2.0125, 2.5925, -2.5716], [3.2067, 4.3424, -2.8305], [5.1269, 3.4476, -1.5469], [4.9965, 1.1656, -0.5983], [-2.3859, 2.0450, -5.2131], [-4.5706, 3.1847, -5.5722], [-6.0117, 3.7551, -3.6719], [-5.3249, 3.2133, -1.3437], [2.3941, -4.4289, 2.3175], [4.3232, -4.0955, 3.8013], [4.8110, -1.8982, 4.7821], [3.3480, 0.0614, 4.2676], [0.8785, 3.4609, 4.5675], [-0.4942, 5.3982, 5.3099], [-2.5704, 5.9880, 4.1415], [-3.3462, 4.6748, 2.1762], [1.1783, 2.9869, -3.1326], [-0.9577, -1.5796, -2.1947], [-0.3911, -3.2527, -2.3333], [-1.3462, -4.1543, -2.7819], [-0.9845, -5.4823, -2.9466], [0.3155, -5.8846, -2.6758], [1.2582, -4.9628, -2.2395], [0.9109, -3.6335, -2.0564], [-2.3531, -3.8256, -3.0130], [-1.7166, -6.1970, -3.2966], [0.5973, -6.9205, -2.8093], [2.2730, -5.2760, -2.0332], [1.6321, -2.9178, -1.6890], [-1.9103, -2.7365, 1.6710], [-0.6007, -3.1729, 1.5487], [-0.4900, -4.5589, 1.7485], [0.2684, -2.7646, 0.4015], [-2.5828, -3.2416, 1.1143], [-2.0588, -1.7415, 1.7219], [-0.8397, -4.8553, 2.6486], [0.4318, -4.9194, 1.5586]],
  "forces_ev_per_angstrom": [[-0.2, -0.2, -0.1], [0.0, 0.0, 0.0], [0.0, 0.2, -0.1], [0.0, -0.2, 0.1], [-0.3, -0.2, -0.1], [0.2, 0.1, 0.0], [0.3, -0.3, -0.1], [-0.3, 0.2, 0.3], [0.1, 0.0, 0.0], [0.1, 0.0, 0.0], [0.0, 0.0, 0.1], [0.0, 0.0, 0.0], [0.0, 0.0, 0.0], [0.0, 0.0, 0.0], [0.0, 0.0, 0.0], [0.0, 0.0, -0.1], [0.0, -0.1, 0.1], [-0.1, 0.0, -0.1], [0.0, -0.1, 0.2], [-0.1, 0.2, 0.0], [0.0, -0.1, 0.0], [0.0, 0.0, 0.0], [0.0, 0.0, 0.0], [0.1, 0.1, 0.0], [0.0, 0.0, 0.0], [0.0, 0.1, 0.0], [0.0, 0.1, 0.0], [0.0, 0.0, 0.0], [0.0, 0.0, 0.0], [0.0, 0.0, 0.0], [0.0, 0.1, 0.0], [0.0, -0.1, 0.0], [-0.1, 0.0, 0.0], [0.1, 0.0, 0.0], [0.0, 0.0, 0.0], [0.0, 0.0, 0.0], [0.0, 0.0, 0.0], [0.0, -0.1, 0.0], [0.0, 0.2, 0.0], [0.2, 0.1, 0.1], [0.0, -0.2, 0.0], [0.0, 0.0, 0.0], [0.0, 0.0, 0.0], [0.0, 0.0, 0.0], [0.0, 0.0, 0.0], [0.0, 0.0, 0.0], [0.0, 0.0, 0.0], [0.0, 0.0, 0.0], [0.0, 0.0, 0.0], [0.0, 0.0, 0.0], [0.0, 0.0, 0.0], [0.0, 0.0, 0.0], [0.0, 0.0, 0.0], [0.0, 0.0, 0.0], [0.0, 0.0, 0.0], [0.0, 0.0, 0.0], [0.0, 0.0, 0.0], [-0.1, 0.1, -0.2], [0.1, 0.0, 0.1], [0.0, 0.0, 0.0], [0.0, 0.0, 0.0], [0.0, 0.0, 0.0], [0.0, 0.0, 0.0], [0.1, -0.1, -0.1], [0.0, 0.0, 0.0], [0.0, 0.0, 0.0], [0.0, 0.0, 0.0], [0.0, 0.0, 0.0], [0.0, 0.0, -0.1], [0.0, 0.0, 0.0], [0.1, 0.1, 0.0], [0.0, 0.0, 0.0], [-0.1, 0.0, 0.0], [0.0, 0.0, 0.0], [0.0, 0.0, 0.0], [0.0, 0.0, 0.0], [0.0, 0.0, 0.0]],
  "mulliken_charge": [1.0225, -0.7701, -0.6015, -0.7834, 0.9749, -0.0060, -0.2584, 1.1878, -0.7108, 0.0026, 0.5082, -0.4728, -0.6650, -0.5314, -0.5033, -0.1174, 0.2207, -0.5712, -0.2835, -0.0894, -0.0873, -0.6854, 0.3087, -0.5055, 0.2977, -0.5452, 0.7272, -0.8428, -0.8297, -0.7186, -0.1830, -0.0513, 0.4459, -0.3494, -0.6301, -0.6310, -0.2924, 0.5362, 0.1262, 0.1219, -1.0271, 0.4303, 0.4341, 0.5391, 0.5538, 0.4225, 0.4160, 0.5183, 0.3051, 0.4330, 0.4216, 0.5701, 0.5489, 0.4201, 0.4126, 0.5402, 0.5257, -0.1089, 1.1867, -0.6637, -0.6631, -0.5067, -0.7793, -0.3984, 0.4550, 0.4085, 0.4125, 0.4550, 0.4138, -0.4099, 0.4646, -0.4920, -0.0017, 0.3021, 0.1882, 0.2711, 0.2373]
}

{
  "formula": "C2H4O3",
  "method": "wB97M-V/def2-TZVPD",
  "multiplicity": 1,
  "homo_energy_ev": -10.37,
  "relative_energy_kj_mol": 253.4,
  "smiles": "O=C(O)CO",
  "orbital_gap_ev": 10.70,
  "elements": ["C", "C", "H", "H", "H", "H", "O", "O", "O"],
  "positions_angstrom": [[0.4407, 0.7601, -0.1683], [-0.5025, -0.3881, -0.6365], [0.7508, -0.1683, 1.8692], [1.3818, 0.7284, -0.7310], [0.0692, 1.9860, -0.0906], [-1.1547, -2.0826, -0.1533], [0.8392, 0.8201, 1.2842], [-0.9463, -1.1117, 0.3337], [-0.8782, -0.5438, -1.7075]],
  "forces_ev_per_angstrom": [[0.2, 3.3, 2.9], [1.6, 3.7, 3.6], [0.3, 4.2, -3.2], [-0.4, -0.1, -0.2], [0.3, -3.8, -1.5], [0.3, 3.8, 2.0], [-0.8, -4.9, 1.4], [-0.6, -5.8, 1.1], [-0.8, -0.4, -6.1]],
  "mulliken_charge": [-0.1914, 0.5556, 0.3143, 0.2293, 0.2099, 0.3845, -0.5396, -0.4947, -0.4678]
}

{
  "formula": "C40H87NO9",
  "method": "wB97M-V/def2-TZVPD",
  "multiplicity": 1,
  "homo_energy_ev": -9.50,
  "smiles": "CCCCCCCCCCCCCC[C@](CCCN)(OCC)OC(=O)COC(C)=O.CCOCC.CCOCC.CCOCC.CCOCC",
  "orbital_gap_ev": 10.21,
  "elements": ["C", "C", "C", "C", "C", "C", "C", "C", "C", "C", "C", "C", "C", "C", "C", "C", "C", "C", "N", "O", "C", "C", "O", "C", "O", "C", "O", "C", "C", "O", "H", "H", "H", "H", "H", "H", "H", "H", "H", "H", "H", "H", "H", "H", "H", "H", "H", "H", "H", "H", "H", "H", "H", "H", "H", "H", "H", "H", "H", "H", "H", "H", "H", "H", "H", "H", "H", "H", "H", "H", "H", "H", "H", "H", "H", "H", "H", "C", "C", "O", "C", "C", "H", "H", "H", "H", "H", "H", "H", "H", "H", "H", "C", "C", "O", "C", "C", "H", "H", "H", "H", "H", "H", "H", "H", "H", "H", "C", "C", "O", "C", "C", "H", "H", "H", "H", "H", "H", "H", "H", "H", "H", "C", "C", "O", "C", "C", "H", "H", "H", "H", "H", "H", "H", "H", "H", "H"],
  "positions_angstrom": [[5.5461, -2.8737, -1.2056], [5.3888, -3.2690, 0.2795], [6.1331, -2.3600, 1.2565], [5.3540, -1.1150, 1.7464], [4.1910, -0.6735, 0.8525], [3.5755, 0.6498, 1.3469], [3.2369, 1.6392, 0.2100], [4.1791, 2.8520, 0.1379], [3.4744, 4.1174, -0.3431], [2.3216, 4.5337, 0.5777], [0.9986, 4.8232, -0.1214], [0.4724, 3.6602, -0.9484], [-0.2522, 2.6330, -0.0686], [-0.0357, 1.2306, -0.6211], [-0.6757, 0.1086, 0.1984], [-0.0379, -0.0471, 1.5704], [-0.8120, -0.9906, 2.4926], [-1.0184, -0.4616, 3.9245], [-0.0559, 0.5899, 4.3152], [-0.8124, -1.0712, -0.5443], [0.2267, -2.0263, -0.5144], [1.5711, -1.5533, -1.0329], [-2.0421, 0.5415, 0.4789], [-3.0349, -0.1225, -0.1795], [-3.7752, -0.9116, 0.3867], [-3.2185, 0.2481, -1.6389], [-4.0471, -0.6753, -2.3147], [-3.4071, -1.8685, -2.5699], [-3.9064, -3.0881, -1.8518], [-2.4799, -1.9331, -3.3647], [6.2505, -2.0523, -1.2815], [5.8791, -3.7049, -1.8098], [4.5955, -2.4874, -1.5619], [4.3443, -3.3446, 0.5549], [5.7918, -4.2723, 0.3963], [7.0834, -2.0378, 0.8436], [6.3844, -2.9541, 2.1330], [4.9513, -1.2582, 2.7457], [6.0443, -0.2758, 1.7737], [3.4276, -1.4476, 0.8703], [4.5153, -0.5828, -0.1799], [4.3024, 1.1338, 1.9926], [2.6823, 0.4269, 1.9220], [3.2266, 1.1218, -0.7438], [2.2464, 2.0258, 0.4327], [4.6365, 3.0224, 1.1071], [4.9614, 2.6296, -0.5866], [4.2071, 4.9222, -0.3613], [3.1490, 3.9749, -1.3709], [2.1788, 3.7635, 1.3322], [2.6232, 5.4198, 1.1292], [1.1376, 5.6941, -0.7610], [0.2642, 5.0944, 0.6346], [-0.2240, 4.0765, -1.6741], [1.2609, 3.1862, -1.5271], [0.2305, 2.7053, 0.9045], [-1.3008, 2.8830, 0.0007], [-0.4762, 1.1651, -1.6160], [1.0263, 1.0444, -0.7403], [0.9870, -0.3954, 1.5001], [0.0181, 0.9538, 1.9736], [-0.2467, -1.9160, 2.5692], [-1.7780, -1.2684, 2.0875], [-2.0578, -0.1676, 4.0606], [-0.8708, -1.2952, 4.6050], [0.0000, 0.5734, 5.3263], [-0.4868, 1.4878, 4.1240], [-0.0995, -2.8186, -1.1813], [0.3264, -2.5003, 0.4612], [2.0502, -0.7972, -0.4208], [1.4183, -1.1162, -2.0187], [2.2420, -2.3923, -1.1801], [-2.2341, 0.2184, -2.1045], [-3.5976, 1.2572, -1.7470], [-4.5924, -2.8433, -1.0518], [-4.4224, -3.7335, -2.5527], [-3.0586, -3.5987, -1.4169], [1.5591, 3.0446, 5.9880], [2.4980, 2.8792, 4.8056], [2.5035, 3.9809, 3.9150], [2.8944, 5.2285, 4.4545], [4.3018, 5.2417, 5.0263], [0.5394, 3.2207, 5.6417], [1.5695, 2.1438, 6.6023], [1.8432, 3.8840, 6.6244], [2.1753, 2.0252, 4.2087], [3.5155, 2.6575, 5.1478], [2.1692, 5.5660, 5.2039], [2.8355, 5.9335, 3.6246], [4.4096, 4.5568, 5.8681], [4.5537, 6.2428, 5.3777], [5.0249, 4.9479, 4.2639], [3.9469, -8.5492, -2.3147], [2.6378, -8.0151, -1.7580], [2.7034, -6.6719, -1.3173], [3.0515, -5.7104, -2.2957], [2.0884, -5.6425, -3.4689], [4.7401, -8.4637, -1.5709], [3.8368, -9.5985, -2.5895], [4.2663, -8.0054, -3.2047], [2.3570, -8.5943, -0.8783], [1.8290, -8.1407, -2.4867], [4.0777, -5.8752, -2.6436], [3.0514, -4.7505, -1.7777], [2.0579, -6.5768, -4.0304], [2.3904, -4.8513, -4.1559], [1.0764, -5.4327, -3.1192], [-2.4604, 5.5319, -3.5942], [-2.8108, 4.2509, -2.8579], [-2.6513, 4.3247, -1.4519], [-3.4328, 5.2966, -0.7809], [-4.9309, 5.1095, -0.9488], [-1.4334, 5.8276, -3.3753], [-2.5609, 5.3851, -4.6697], [-3.1115, 6.3594, -3.3096], [-2.1397, 3.4544, -3.1830], [-3.8268, 3.9253, -3.1097], [-3.1319, 6.3051, -1.0859], [-3.1719, 5.1994, 0.2731], [-5.2434, 5.2075, -1.9891], [-5.4687, 5.8594, -0.3683], [-5.2327, 4.1197, -0.6026], [-10.0713, -3.9027, -0.9576], [-9.2597, -4.1365, -2.2208], [-9.1566, -3.0025, -3.0594], [-8.5433, -1.8593, -2.4893], [-7.1152, -2.0845, -2.0261], [-11.0766, -3.5619, -1.2087], [-10.1483, -4.8275, -0.3849], [-9.6168, -3.1500, -0.3123], [-9.7472, -4.9008, -2.8265], [-8.2639, -4.5218, -1.9724], [-9.1565, -1.4664, -1.6700], [-8.5537, -1.1037, -3.2749], [-7.0552, -2.8290, -1.2307], [-6.6886, -1.1574, -1.6453], [-6.4986, -2.4333, -2.8554]],
  "forces_ev_per_angstrom": [[-0.5, 0.4, 0.8], [0.7, -0.3, -0.3], [-0.5, 0.1, 0.6], [0.0, 0.0, -0.8], [0.1, 0.0, 0.6], [0.4, -0.2, -0.8], [0.1, 0.3, 1.0], [-0.2, -0.3, -0.7], [0.1, 0.1, 0.3], [0.0, 0.0, 0.0], [0.5, 0.1, -0.2], [-0.7, 0.3, 0.0], [1.1, -0.1, -0.4], [-0.6, -0.3, -0.1], [0.1, 0.8, 0.2], [-0.5, -0.4, -0.1], [0.4, -0.1, 0.4], [0.2, -0.2, 0.0], [-0.6, -0.1, 0.2], [0.0, 0.0, 0.0], [0.5, -0.6, -0.2], [-0.4, 0.5, -0.5], [-0.4, -0.5, -0.3], [-1.4, -1.2, 1.0], [1.3, 1.4, -0.7], [0.9, -0.3, -0.3], [-0.3, -0.4, 0.4], [1.6, -0.3, -1.5], [-0.5, 0.4, 0.3], [-1.4, 0.4, 1.3], [0.3, 0.0, -0.2], [0.0, -0.1, -0.3], [-0.1, -0.1, -0.4], [-0.3, 0.0, 0.1], [0.0, -0.2, 0.1], [0.2, 0.0, -0.3], [0.1, -0.1, 0.1], [0.1, -0.1, 0.2], [0.1, 0.1, 0.3], [0.0, -0.1, -0.1], [0.1, 0.1, -0.2], [0.0, 0.1, 0.3], [0.0, 0.1, 0.3], [-0.2, 0.0, -0.2], [-0.1, 0.0, -0.3], [0.1, 0.1, 0.2], [0.4, 0.0, 0.2], [0.1, 0.1, -0.2], [-0.1, 0.0, -0.1], [-0.1, 0.0, 0.2], [0.0, 0.2, 0.2], [0.0, 0.2, -0.1], [-0.2, 0.1, 0.0], [-0.1, -0.2, -0.1], [0.2, -0.1, 0.0], [-0.3, -0.1, 0.4], [-0.2, 0.0, 0.2], [0.0, 0.0, -0.2], [0.0, -0.1, 0.0], [0.1, 0.1, -0.3], [0.0, 0.2, 0.2], [0.1, -0.2, 0.0], [-0.2, 0.1, -0.2], [-0.1, 0.3, -0.1], [0.0, -0.1, 0.1], [0.2, 0.0, 0.1], [0.2, 0.1, -0.2], [-0.3, -0.1, -0.1], [-0.1, 0.2, 0.3], [0.0, -0.1, 0.1], [0.0, 0.1, -0.2], [0.1, -0.2, 0.2], [0.1, 0.2, 0.0], [-0.3, 0.1, 0.1], [-0.1, 0.2, 0.1], [0.1, -0.2, -0.2], [0.3, -0.2, -0.1], [0.0, 0.1, 0.0], [0.1, -0.2, 0.0], [-0.1, 0.0, -0.2], [0.0, 0.1, 0.1], [0.0, -0.1, 0.0], [0.0, 0.0, 0.0], [0.0, 0.0, 0.0], [0.0, 0.0, 0.0], [0.0, 0.0, 0.0], [0.0, 0.1, 0.1], [0.0, 0.0, 0.0], [0.0, 0.0, -0.1], [0.0, 0.0, 0.0], [0.0, 0.0, 0.0], [0.0, 0.0, 0.0], [0.1, 0.1, 0.0], [0.0, -0.1, -0.1], [0.0, 0.1, 0.2], [0.0, 0.0, -0.1], [0.0, -0.1, 0.0], [0.0, 0.0, 0.0], [0.0, 0.0, 0.0], [0.0, 0.0, 0.0], [0.0, 0.1, 0.0], [0.0, 0.0, 0.0], [0.0, 0.0, -0.1], [0.0, 0.0, 0.1], [0.1, 0.0, 0.0], [0.0, 0.0, 0.0], [0.0, 0.0, 0.0], [0.0, 0.1, 0.1], [-0.1, 0.0, -0.1], [0.0, -0.1, 0.0], [-0.1, 0.1, 0.0], [0.0, -0.1, -0.1], [0.0, 0.0, 0.0], [0.0, 0.0, 0.0], [0.0, 0.0, 0.0], [0.0, 0.0, 0.1], [0.0, 0.1, 0.0], [0.0, 0.0, 0.0], [0.1, -0.1, 0.0], [0.0, 0.1, 0.0], [0.0, 0.0, 0.0], [0.0, 0.0, 0.0], [0.0, 0.1, 0.0], [0.0, -0.1, 0.1], [-0.1, 0.0, -0.2], [0.0, 0.1, 0.1], [-0.1, -0.1, 0.0], [0.0, 0.0, 0.0], [0.0, 0.0, 0.0], [0.0, 0.0, 0.0], [0.0, 0.0, -0.1], [0.0, 0.0, 0.1], [0.0, 0.0, 0.0], [0.0, 0.0, -0.1], [0.0, 0.0, 0.0], [0.0, 0.0, 0.0], [0.0, 0.0, 0.0]],
  "mulliken_charge": [-1.1233, -0.3394, -1.0799, -0.8680, -0.1225, -1.3737, 2.3405, -0.9103, -1.2404, 0.4189, -2.0760, 0.1094, -0.5102, -1.2176, 1.2039, 0.1803, -0.7753, -1.2144, -0.4004, -0.2667, -0.5624, 0.4650, -0.3886, 0.7238, -0.6291, -0.2478, -0.3263, 0.9426, -1.1959, -0.6113, 0.4550, 0.3273, 0.0830, 0.3314, 0.5424, 0.3856, 0.3783, 0.3687, 0.3109, 0.1227, 0.3567, 0.9167, -0.2383, 1.0425, -2.3403, 0.4451, 0.3477, 0.4314, 0.4321, -0.3842, 0.7498, 0.4698, 0.4813, 0.1005, 0.3817, -0.2232, 0.8759, 0.3857, -0.0677, -0.3846, 0.6190, 0.4272, 0.1871, 0.3870, 0.4723, 0.2854, 0.1711, 0.4873, -0.0012, -0.4211, 0.3147, -0.3968, 0.3148, 0.0937, 0.2552, 0.3894, 0.3535, -1.4079, 0.1317, -0.2771, -0.3188, -1.1813, 0.2885, 0.3528, 0.4081, 0.0308, 0.3121, 0.3275, 0.3381, 0.2889, 0.4165, 0.2918, -1.0298, -0.3366, -0.4173, 0.4731, -1.2907, 0.2858, 0.3891, 0.2599, 0.3470, 0.3092, 0.1882, -0.2865, 0.3647, 0.4082, 0.3236, -1.4173, -0.5427, -0.0096, -0.3982, -1.2635, 0.2682, 0.4293, 0.3311, 0.3335, 0.6033, 0.3833, 0.3629, 0.3015, 0.4105, 0.2973, -1.0551, -0.2644, -0.4255, -0.6706, -0.7305, 0.2883, 0.3896, 0.2746, 0.3425, 0.2440, 0.3360, 0.3645, 0.2849, 0.3632, 0.2517]
}